DFT (wB97M-V/def2-TZVPD) results for H12MnO6 as an isolated structure at a distorted geometry.

Geometry as XYZ:
```
19
Properties=species:S:1:pos:R:3
Mn 19.20384 1.55236 13.95771
O 17.30290 1.28262 15.04954
O 19.78757 3.16744 15.29981
O 18.06612 3.20250 12.98823
O 18.45310 0.13965 12.38245
O 20.34438 0.18230 15.18092
O 20.94427 1.80027 12.60849
H 18.69191 0.35980 11.47203
H 19.13106 3.70952 15.73046
H 21.47621 1.08740 12.23858
H 20.67350 -0.66872 14.85967
H 19.99029 -0.01147 16.05502
H 21.26539 2.53978 12.08651
H 18.33184 -0.82040 12.36506
H 17.12364 3.40626 13.37209
H 16.99719 1.95244 15.67457
H 16.57329 0.70654 14.92942
H 20.32025 3.90980 14.94010
H 18.38555 4.00483 12.58460
```

Calculated values
electronic energy	-43786.7500	eV
total charge	+2
spin multiplicity	6
energy relative to the best compared isomer or geometry (same formula, charge and spin)	13.8	kcal/mol
HOMO level (spin up / spin down)	-0.681 / -0.744	hartree
Kohn-Sham gap (spin up / spin down)	0.41748 / 0.48117	Eh
expectation value of S²	8.75